1.
C10H5BeBrFN2O5P | ωB97M-V/def2-TZVPD

Results
* E_LUMO: -12.754 eV
* charge: +2
* energy relative to the best compared isomer or geometry (same formula, charge and spin): 326.8 kcal/mol
* spin multiplicity: 1

```
26
C10H5BeBrFN2O5P, DFT ωB97M-V/def2-TZVPD
O 2.62 -1.05 2.09
C 3.31 -1.04 0.92
F 4.40 -0.03 0.64
N 3.06 -2.08 -0.18
C 1.55 -2.07 -0.46
O 0.92 -3.25 -0.76
C 0.59 -0.74 -0.42
C 1.06 0.78 -0.88
C 0.05 2.11 -0.73
P 0.68 3.92 -0.53
O 0.41 4.31 1.19
Br 2.97 4.00 -0.84
C -1.60 1.78 -0.75
C -2.02 0.27 -0.32
C -0.95 -0.90 0.10
C -1.74 -2.07 0.95
O -1.27 -3.19 1.52
N -3.17 -1.51 0.93
C -3.47 -0.50 -0.20
O -4.61 -0.36 -0.89
H 3.47 -1.64 -1.06
H 2.12 0.97 -1.35
H 0.21 3.46 1.71
H -2.42 2.59 -0.98
H -3.17 -1.01 1.86
Be -3.01 -2.72 -1.57
```


2.
C10H5BrNO5Pt | ωB97M-V/def2-TZVPD

Results
* E_LUMO (alpha / beta): -12.247 / -15.194 eV
* <S²>: 6.042
* charge: +3
* energy relative to the best compared isomer or geometry (same formula, charge and spin): 0.0 kcal/mol
* spin multiplicity: 5

```
23
C10H5BrNO5Pt, DFT ωB97M-V/def2-TZVPD
O 0.21 0.03 -5.84
C -0.37 0.02 -4.84
Pt -0.77 0.01 -1.55
O 2.07 0.01 -2.88
C 1.03 0.01 -2.37
C -2.66 -0.01 -0.83
O -3.61 -0.04 -0.18
C -0.74 -2.00 -1.37
O -0.79 -3.15 -1.28
C -0.80 2.03 -1.46
O -0.94 3.16 -1.39
H -2.07 -0.04 -2.61
Br 0.40 -2.49 4.23
C 0.60 -1.03 3.04
C 1.36 0.06 3.43
C 1.54 1.13 2.59
C 0.93 1.10 1.32
N 0.21 0.04 0.92
C 0.01 -1.01 1.74
H 1.81 0.05 4.42
H 2.13 2.00 2.89
H 1.04 1.93 0.62
H -0.60 -1.84 1.39
```


3.
C10H5F2N5OS | ωB97M-V/def2-TZVPD

Results
* E_LUMO: -0.221 eV
* charge: 0
* energy relative to the best compared isomer or geometry (same formula, charge and spin): 4.0 kcal/mol
* spin multiplicity: 1

```
24
C10H5F2N5OS, DFT ωB97M-V/def2-TZVPD
O 1.15 -0.34 3.89
C 1.41 0.44 3.00
N 2.27 1.45 3.32
C 2.69 2.35 2.37
S 3.76 3.53 2.85
N 2.12 2.35 1.09
C 1.26 1.32 0.78
N 0.62 1.10 -0.33
C -0.13 -0.04 -0.04
C -0.98 -0.71 -1.06
C -1.84 -1.76 -0.69
C -2.70 -2.37 -1.60
C -2.62 -2.04 -2.96
F -3.40 -2.72 -3.82
C -1.75 -0.98 -3.40
F -1.67 -0.61 -4.71
C -0.96 -0.33 -2.45
N 0.03 -0.50 1.19
N 0.91 0.38 1.72
H 2.69 1.50 4.26
H 2.58 2.87 0.32
H -1.84 -2.18 0.33
H -3.31 -3.19 -1.32
H -0.29 0.50 -2.73
```


4.
C10H62N2O25 | ωB97M-V/def2-TZVPD

Results
* E_LUMO: -0.626 eV
* charge: 0
* spin multiplicity: 1

```
99
C10H62N2O25, DFT ωB97M-V/def2-TZVPD
O -1.20 1.79 -2.49
O -1.32 -1.80 0.84
O -2.23 0.02 2.86
O 1.49 -4.25 -1.76
O 2.68 1.30 1.76
C 0.94 0.00 -0.44
C -0.24 0.70 -0.58
N -1.34 0.32 0.29
N 1.15 -1.12 0.33
C -0.17 2.01 -1.48
C -2.01 -0.89 -0.07
C -2.13 1.32 2.39
C 0.79 -3.24 -1.05
C 2.76 -0.09 2.01
C -2.26 1.38 0.86
C 1.77 -2.22 -0.43
C 1.49 -0.91 1.74
H -1.52 2.56 -3.04
H -0.40 -1.53 0.65
H -1.79 -0.52 2.19
H 1.85 -3.86 -2.60
H 2.06 1.77 2.44
H 1.78 0.46 -0.90
H -0.39 2.92 -0.95
H 0.80 2.15 -1.95
H -3.10 -0.91 0.18
H -1.79 -1.22 -1.09
H -1.11 1.70 2.61
H -2.98 1.83 2.81
H 0.14 -3.72 -0.31
H 0.12 -2.81 -1.78
H 3.04 -0.12 3.05
H 3.57 -0.54 1.42
H -3.23 1.14 0.47
H -1.98 2.39 0.44
H 2.52 -2.75 0.15
H 2.30 -1.81 -1.34
H 0.61 -0.45 2.22
H 1.54 -1.86 2.18
O 0.56 5.21 -1.62
H 0.57 4.79 -2.54
H 0.77 6.19 -1.71
O -3.30 0.57 5.41
H -3.14 0.42 4.42
H -3.33 1.56 5.58
O 3.65 2.82 -0.29
H 3.40 2.18 0.46
H 3.09 3.66 -0.18
O -6.04 1.27 0.15
H -5.50 0.77 -0.55
H -6.83 0.69 0.41
O 3.86 -5.51 -1.46
H 2.92 -5.16 -1.35
H 3.85 -6.20 -2.21
O 1.27 3.69 -4.07
H 2.21 3.48 -3.77
H 0.96 2.94 -4.68
O -1.60 3.95 3.62
H -0.85 4.62 3.74
H -1.80 3.54 4.52
O -1.50 4.08 -3.66
H -2.50 4.07 -3.84
H -1.02 3.95 -4.54
O 2.87 -3.77 -3.97
H 3.35 -4.41 -4.60
H 2.96 -2.83 -4.35
O 0.37 -0.03 -3.67
H 0.41 0.43 -4.57
H -0.18 0.54 -3.05
O 1.16 1.71 4.30
H 0.45 2.14 4.88
H 1.12 0.71 4.46
O 1.49 -4.91 1.63
H 1.69 -5.80 1.19
H 2.37 -4.45 1.83
O -4.23 -2.70 2.04
H -3.92 -2.47 2.98
H -4.76 -3.56 2.08
O 5.60 -0.87 -0.07
H 6.20 -1.33 0.60
H 5.08 -1.58 -0.56
O -2.15 5.16 -0.99
H -2.73 4.51 -1.51
H -1.19 5.02 -1.25
O -1.54 -2.00 -3.95
H -1.06 -2.90 -3.94
H -0.91 -1.30 -3.58
O 0.84 -1.10 4.76
H 0.42 -1.43 5.62
H 0.26 -1.40 3.99
O 5.45 -1.61 3.47
H 5.50 -0.61 3.56
H 5.70 -2.02 4.36
O -3.94 -1.79 -2.43
H -3.00 -1.92 -2.80
H -4.58 -2.32 -3.01
O -4.04 0.88 -2.25
H -3.84 -0.11 -2.31
H -3.17 1.39 -2.36
```